No. 1
This record from the Open Molecules 2025 dataset describes a cluster of 12 separate species, C38H52O36 in total in a non-equilibrium geometry. The level of theory is wB97M-V/def2-TZVPD.

Calculated values
* molar mass: 1084.8 g mol⁻¹
* total energy: -113959.9241 eV
* structure (SMILES): C[C@H]1COC(=O)O1.C[C@H]1COC(=O)O1.O=C1OCCO1.O=C1OCCO1.O=C1OCCO1.O=C1OCCO1.O=C1OCCO1.O=C1OCCO1.O=C1OCCO1.O=C1OCCO1.O=C1OCCO1.O=C1OCCO1
* HOMO level: -0.3745 Ha
* energy above the lowest of the compared OMol25 structures with the same formula, charge and spin: 5.3 kcal/mol

```
! RIJCOSX wB97M-V def2-TZVPD def2/J DEFGRID3
* xyz 0 1
O 3.77364 -4.36807 -1.59619
C 1.58777 -3.91182 5.23512
H 2.40300 5.51467 2.59904
O -4.83352 -2.88614 -0.21665
H 0.32106 3.41428 2.52070
O 0.57267 -1.84027 4.99454
H -1.36829 -0.42571 0.82158
H -0.03213 0.31607 -6.17748
C 1.41113 5.42954 2.17786
O 3.66683 0.01518 -1.98142
H 2.85701 3.47277 -0.43186
C -0.87056 -3.94826 -4.42993
H -1.94118 4.55862 -4.24916
O 2.02862 -1.40115 -1.43156
O -1.35230 7.24561 3.14369
O -0.87597 6.15051 -3.56886
C -4.49420 0.40158 5.53338
C 5.00679 3.03514 -0.14884
O 5.06406 -2.69923 -0.80852
O 1.23221 -3.64249 3.87431
O 3.30325 -3.37761 0.36614
O -1.15759 2.71880 -1.48409
H 3.12305 -1.31976 0.78230
H -2.85791 4.81958 -2.10392
O -6.03103 -1.44399 0.96379
H 0.00346 -1.04698 -0.11543
H -3.04467 -4.11148 -4.84846
O -0.74068 -5.25520 -1.16000
H 3.19519 1.76170 -0.01531
O 4.62227 4.35783 2.96156
H -1.74926 1.70309 4.22158
O -0.76511 5.07772 2.85714
C -2.12754 5.60287 -4.00946
H -0.14590 -4.74513 -4.28209
H 0.83032 4.30729 3.91915
C -2.94077 5.71068 -2.72560
H -3.20118 -2.10938 0.53882
C 4.20766 -0.94466 -4.01441
H 4.04666 -0.70515 -5.06326
C 0.63987 -2.42949 3.78829
C 5.15814 -2.04834 0.47783
C 3.50825 2.79208 0.11290
O 0.74477 6.65699 2.57944
O 3.37516 3.19498 1.48936
C -1.10121 6.96061 -2.50251
C -1.67945 -2.82369 -2.62381
O -6.92346 -2.35550 -0.87787
H 0.19929 -2.92218 6.69668
O -3.52088 2.62886 -5.94660
H 1.50306 0.41461 0.66692
O -5.63996 0.48794 5.25155
C -0.74908 0.68218 -5.44107
C -0.71285 1.86196 -0.79294
H 1.27304 -5.49581 -0.89550
C -4.92442 -1.74941 1.82341
H 0.78707 -3.85979 -1.35305
H -1.98310 -0.80211 -6.36865
H -3.96237 -3.65906 1.41418
H 5.09781 3.70652 -1.00567
O -3.95458 0.67091 6.74615
H -1.34363 0.17997 3.51687
C -1.90711 -0.32396 -5.38852
H 0.32890 0.00670 -3.64360
O -0.67075 -2.85944 -3.52794
H 0.30370 -3.27554 0.85534
O -3.07483 0.51182 -5.30144
C -0.02485 0.92514 -4.13463
C 4.31948 0.35223 -3.20261
C -6.01973 -2.28876 -0.11170
H 5.35741 0.66107 -3.08569
C -0.54447 6.41203 2.90634
C -0.53219 -0.14894 0.17878
C 0.49601 0.78916 0.83373
C -2.54402 0.55700 6.68188
C 0.50781 4.42358 2.87668
H 5.13656 -1.50983 -3.93861
O 0.23495 -1.92672 2.78920
H 1.75274 -2.18434 6.61641
C -2.23640 -0.05988 5.31641
C -1.58153 -5.33337 -0.11490
H -0.67500 1.38095 -3.38998
C 3.72099 -2.19338 1.02883
H -1.97923 -1.11881 5.35295
C -2.29827 -4.43094 -4.12167
H 1.20564 -4.87543 5.56073
H -4.49776 -0.81456 2.17621
C -1.27695 0.74638 4.45499
H -0.80539 -3.54313 -5.43847
H 0.99851 -4.91513 1.37262
C 1.03035 -2.73708 6.01461
C -2.75158 1.75556 -5.71518
H -2.16208 1.58624 6.67708
C -4.01931 -2.66772 0.98295
O -0.26550 7.65531 -2.03351
O 3.14876 -1.63836 -3.37925
H 1.28538 5.37340 1.09662
O -2.38352 6.86914 -2.10646
H 5.55330 2.13270 -0.42163
O -1.02855 0.55382 -0.93462
O 5.50291 3.62255 1.03327
H -5.34511 -2.28008 2.67998
O -3.52171 -0.01438 4.67789
H -4.00033 5.86743 -2.92097
C 2.83655 -1.04243 -2.22645
C 0.52034 -4.72360 -0.74542
H 0.89404 1.50029 -4.26731
H -2.09525 0.09515 7.55837
O -2.60437 -3.74841 -2.89999
H 2.67682 -3.93622 5.27704
O -2.65373 -5.84551 -0.11028
O 0.21799 2.02941 0.17414
H -2.56687 6.12686 -4.85468
H 3.85261 -2.41553 2.08342
H 3.80118 1.20741 -3.64371
H 5.79680 -2.70350 1.07794
H 5.61634 -1.07289 0.37193
H -0.23359 0.86785 4.72225
C 0.33249 -4.35033 0.73152
O -1.69827 -2.16601 -1.63109
O -1.01797 -4.80674 0.99892
C 4.48387 3.80611 1.92220
H -1.93075 -1.03852 -4.57865
H 0.27677 0.82570 1.89947
C 4.02739 -3.56298 -0.76375
H -2.38315 -5.50004 -3.95337
O -1.40470 1.88817 -5.79875
*
```

No. 2
This record from the Open Molecules 2025 dataset describes a cluster of 7 separate species, C18H42F6N6O6P in total in a non-equilibrium geometry. The level of theory is wB97M-V/def2-TZVPD.

Calculated values
* molar mass: 583.5 g mol⁻¹
* total energy: -66175.2648 eV
* HOMO level: -0.2453 Ha
* energy above the lowest of the compared OMol25 structures with the same formula, charge and spin: 0.0 kcal/mol

```
! RIJCOSX wB97M-V def2-TZVPD def2/J DEFGRID3
* xyz -1 1
H -8.51829 -5.30060 26.09654
N -5.43862 5.77889 27.33660
N -8.93889 -3.34954 26.64852
H -12.77870 -2.36470 33.00564
H -6.80683 4.37700 28.16056
H -9.26265 0.80429 25.50942
O -8.44564 0.36078 23.71817
H -4.61989 6.59313 28.95143
H -10.00486 3.76916 31.60474
F -7.07949 2.03659 29.46907
H -10.27717 -3.44023 28.30682
N -9.95596 2.01583 23.98596
H -4.84487 5.81109 25.30041
H -12.00241 -2.15803 30.34820
F -9.53030 0.48487 27.94946
H -11.09156 1.92332 25.79030
H -12.45203 -0.66295 31.20331
H -4.91651 3.29060 31.83071
P -8.29161 1.24480 28.72151
H -8.96391 2.49564 35.40733
H -5.27810 3.69857 27.54921
C -11.61710 -1.30246 30.90810
H -5.93098 0.73777 31.61612
C -8.34513 -2.23607 26.15984
C -9.77539 2.37262 34.68817
H -8.89396 -4.42177 28.49155
C -4.06421 2.75405 31.40014
C -8.14246 3.72784 33.47376
O -1.68812 1.23675 31.72908
H -5.25936 4.52088 29.04497
O -8.11146 -2.07457 24.98104
C -5.73783 4.54083 28.06568
H -10.30411 -4.78493 25.89983
H -5.61511 1.31517 33.26125
N -3.96595 1.39676 31.88868
C -9.24564 -4.52081 25.86826
H -11.29480 -2.82552 33.85764
H -6.21441 4.79808 25.57587
H -7.96258 4.13186 32.46810
C -5.17679 0.79803 32.40778
C -10.04234 2.90092 32.25889
C -9.18015 1.00727 24.43500
F -9.34919 2.29765 29.38639
C -10.12287 2.42197 22.62234
H -10.30806 3.49867 22.60093
H -12.03318 2.17447 24.30814
H -3.20158 3.32437 31.73584
H -2.86875 -0.24866 32.40685
N -10.94819 -1.68830 32.14388
O -9.00046 -2.36642 33.11098
O -7.39524 3.87927 34.41676
H -9.93379 1.31072 34.49510
F -8.48990 0.26900 29.95660
C -4.88703 6.84212 27.91052
C -11.79061 -2.03151 33.30543
O -4.73996 7.93537 27.38728
H -9.77341 2.01904 31.67560
H -11.10697 2.75527 32.46860
H -5.03214 -0.25534 32.65280
H -6.39467 6.56285 25.69450
C -9.59065 -1.86912 32.17353
N -9.31503 3.05695 33.50215
H -11.06559 3.49222 24.98756
H -9.12214 -4.32277 24.79944
H -9.23080 -1.53171 31.18630
H -10.94731 1.90627 22.11837
F -8.22296 2.27996 27.46621
C -11.09589 2.41253 24.81845
H -8.69892 -2.62162 28.54860
H -8.12069 -1.50394 26.94473
H -10.68056 2.82809 35.09365
F -7.33301 0.23821 27.89566
C -9.20572 -3.46000 28.07536
H -9.21392 2.23738 22.04966
C -5.74271 5.71607 25.91519
H -4.32935 2.74058 30.34094
C -2.78121 0.77972 32.01575
H -10.99239 -0.71597 30.23411
H -11.79545 -1.10286 33.87663
*
```

No. 3
This record from the Open Molecules 2025 dataset describes the molecule C9H16N6 in a non-equilibrium geometry. The level of theory is wB97M-V/def2-TZVPD.

Calculated values
* molar mass: 208.3 g mol⁻¹
* total energy: -18525.6739 eV
* HOMO level: -0.2074 Ha
* energy above the lowest of the compared OMol25 structures with the same formula, charge and spin: 37.9 kcal/mol

```
! RIJCOSX wB97M-V def2-TZVPD def2/J DEFGRID3
* xyz 0 1
H 2.49606 -2.86340 0.02286
C -2.10538 -0.69092 2.27005
H 0.01985 3.93266 -1.21435
N 1.00368 1.08577 -0.92536
C 1.13919 -1.68685 1.11544
H 1.70199 -1.03162 -1.47510
C 1.43253 -2.65239 -0.05687
H -0.20571 -0.28006 3.28514
N -0.27271 -1.58826 -1.68030
N -1.14089 -2.20328 0.88258
C -1.02157 1.92185 -1.74048
H -1.07603 3.33892 0.01366
C -0.69455 -0.65803 2.37966
N -0.17126 -1.50626 1.48565
C -0.38773 3.04672 -0.70031
C -2.32661 -1.67939 1.35538
H -2.74351 -0.11178 2.90080
H -0.96322 -2.77047 -0.04107
H 1.70740 2.72812 0.01198
C 1.10188 -1.91390 -1.44323
H -0.87220 2.28164 -2.74532
N -0.80122 -0.47708 -1.63543
H 0.44152 1.87801 0.89822
H 1.76845 -0.84516 1.20811
N -0.21158 0.68968 -1.46516
H -2.07126 1.71878 -1.61174
H 1.73721 1.25012 -1.72089
C 0.75990 2.17840 -0.06687
H 1.41895 -2.63891 -2.34019
H -3.28106 -1.95778 0.90068
H 0.89432 -3.60414 -0.08723
*
```

Q: The highest total energy belongs to which entry?
A: C9H16N6